(1)
ORCA calculation (wB97M-V/def2-TZVPD) on C18H23FN6O in the gas phase at a distorted geometry.

Geometry as XYZ:
```
49
Properties=species:S:1:pos:R:3:forces:R:3
F 7.16548 -2.71985 -0.04073 -0.13 0.26 -0.06
N -4.77854 -0.37763 0.49413 0.27 1.39 -0.13
N -2.65415 0.40428 -0.17505 -1.61 2.21 0.67
O -2.84917 -3.08035 -1.14182 -0.82 0.32 0.33
C -3.89898 0.60728 0.32773 1.52 -1.41 -0.37
C -4.42663 -1.57209 0.02327 0.15 -0.44 0.08
C -2.29570 -0.77096 -0.62883 1.01 -0.50 -0.70
C 5.47041 -1.56822 1.15833 0.98 -0.27 0.40
C 5.68994 -1.28090 -1.23537 -0.44 -0.20 -0.18
C 4.37283 -0.71209 1.19655 0.56 -0.44 -0.18
C 4.54276 -0.44857 -1.20576 0.56 -0.63 0.45
C 6.12533 -1.86041 -0.04715 -1.20 0.69 0.54
C -3.17707 -1.85441 -0.56958 -0.54 -0.32 0.15
C 3.88460 -0.19236 0.01543 0.30 0.83 -0.53
N -5.39334 -2.54536 0.16136 0.67 -0.74 -0.50
N -1.04054 -0.83640 -1.24570 -0.18 -0.32 -0.52
N 4.15381 2.74434 0.72008 0.44 -0.07 -0.67
N 1.59243 0.20144 -0.64761 -0.33 -0.65 -0.55
C -3.80443 -4.13125 -0.86965 -0.68 1.18 0.81
C -5.27808 -3.64400 -0.80077 0.56 0.81 -0.33
C -0.00106 -1.79433 -0.80215 -0.20 1.37 -0.53
C -0.49979 0.31286 -2.02978 -0.05 -0.14 1.48
C 0.99344 -1.00481 0.05656 0.89 0.84 -0.37
C 0.57285 1.10968 -1.24160 -0.34 -1.23 1.13
C 3.21368 2.23422 -0.29333 -0.70 -0.75 1.76
C 2.73942 0.79463 0.10619 -0.93 -0.39 -0.79
H -4.12432 1.63088 0.64698 -0.13 -0.54 -0.07
H 5.90880 -1.95114 2.08761 -0.27 -0.03 -0.40
H 6.21917 -1.56983 -2.15901 -0.43 0.43 0.44
H 3.89352 -0.41384 2.13546 0.29 -0.35 -0.28
H 4.16347 -0.01925 -2.13785 0.11 -0.15 0.38
H -6.31547 -2.17353 0.33763 0.10 0.01 -0.05
H 3.81040 2.63715 1.67947 0.34 -0.15 -0.63
H 5.08639 2.32541 0.58432 -0.84 0.23 0.51
H -3.72260 -4.85607 -1.64819 0.27 -0.43 -0.56
H -3.55575 -4.58226 0.08962 0.10 -0.09 0.09
H -5.60668 -3.30028 -1.81320 0.15 -0.45 0.57
H -5.89246 -4.45441 -0.43325 -0.16 -0.33 -0.25
H 0.48573 -2.19404 -1.71309 -0.07 0.00 0.53
H -0.42883 -2.60636 -0.20501 -0.05 0.19 -0.27
H -0.04973 -0.09499 -2.92553 0.20 -0.24 -0.27
H -1.30120 1.00371 -2.33906 0.19 -0.45 0.34
H 1.79678 -1.70113 0.35913 -0.10 0.52 -0.12
H 0.49234 -0.64053 0.96346 -0.15 -0.20 0.11
H 0.07187 1.71044 -0.46943 -0.13 -0.04 0.02
H 1.04300 1.77905 -1.92373 0.55 0.56 -0.54
H 3.69140 2.20871 -1.24611 0.31 0.20 -0.74
H 2.34637 2.89845 -0.30301 0.09 -0.02 -0.23
H 2.47012 0.89601 1.16924 -0.11 -0.07 0.07
```
Forces are in eV/Å.

Properties
- SMILES = NC[C@H](c1ccc(F)cc1)N1CCN(c2ncnc3c2OCCN3)CC1
- 2S+1 = 1
- ΔE to the lowest compared entry with this formula, charge and spin (eV) = 1.236
- frontier orbital gap (eV) = 8.6156
- total charge = 0
- F_max (eV/Å) = 2.81


(2)
ORCA calculation (wB97M-V/def2-TZVPD) on a molecular structure, C14H19BrClGeN3OsS at a distorted geometry.

Geometry as XYZ:
```
41
Properties=species:S:1:pos:R:3:forces:R:3
Os -0.84441 0.73132 -0.21187 -1.55 0.70 0.80
Br -4.25150 -3.90076 -0.29515 -0.03 -0.01 0.01
C -2.55624 -3.16660 -0.65324 0.05 -0.12 0.22
C -1.66991 -3.81058 -1.49859 -0.01 0.01 -0.03
C -0.43644 -3.22356 -1.71056 0.03 -0.04 0.07
C -0.14224 -2.02240 -1.09070 0.06 -0.28 0.18
N -1.00914 -1.40347 -0.27116 0.51 0.21 -1.08
C -2.19603 -1.98253 -0.04436 0.09 -0.05 0.26
H -1.93949 -4.74927 -1.96280 -0.01 0.03 -0.04
H 0.29613 -3.68805 -2.35497 0.01 0.02 0.00
H 0.80802 -1.52754 -1.23084 -0.05 0.07 -0.08
H -2.85658 -1.48705 0.65000 -0.05 0.05 -0.07
C -3.97229 4.70683 -3.52085 0.02 -0.01 0.08
C -3.10609 4.07165 -2.47598 -0.02 0.01 -0.02
C -1.83372 4.58107 -2.18421 -0.10 0.08 0.06
C -1.07070 3.90022 -1.27347 0.44 -0.03 0.22
N -1.51854 2.79462 -0.66435 0.14 -0.99 -0.72
C -2.78177 2.40187 -0.97071 -0.35 0.49 0.21
S -3.21448 0.98470 -0.10302 -0.02 -0.30 0.03
N -3.58372 3.00242 -1.85373 0.10 0.00 0.05
H -4.13382 5.76164 -3.29399 0.00 0.00 -0.02
H -4.92842 4.19326 -3.56817 0.00 0.01 0.00
H -3.48324 4.64812 -4.49466 -0.01 0.02 0.00
H -1.45902 5.47114 -2.66824 0.00 0.00 0.01
H -0.07970 4.23295 -0.99026 0.08 -0.12 -0.13
Cl 1.24594 0.88798 -1.24045 0.79 0.07 -0.46
C 2.67450 2.04300 1.86286 -0.06 0.12 -0.05
Ge 1.42609 0.60680 2.28310 0.01 -0.36 0.13
C 1.21652 0.51342 4.22972 -0.08 -0.01 0.03
C 2.10104 -1.09856 1.61134 -0.01 -0.04 -0.02
C -0.34872 0.96186 1.52289 -0.29 0.26 0.16
H 3.60780 1.89070 2.40683 -0.02 -0.01 0.02
H 2.25559 3.00681 2.15506 0.04 0.01 0.00
H 2.88096 2.05673 0.79475 -0.01 0.02 0.00
H 2.17997 0.34481 4.71238 -0.01 0.01 0.01
H 0.54313 -0.29807 4.50961 0.02 -0.01 0.00
H 0.79440 1.44417 4.61181 0.04 0.00 0.01
H 2.95451 -1.44101 2.19787 -0.02 0.00 0.01
H 2.41005 -0.97921 0.57360 0.02 -0.01 0.00
H 1.31531 -1.85464 1.65802 0.04 -0.03 0.03
H -1.09316 1.46071 2.16377 0.20 0.22 0.13
```
Forces are in eV/Å.

Properties
- 2S+1 = 1
- ΔE to the lowest compared entry with this formula, charge and spin (eV) = 0.660
- frontier orbital gap (spin up / spin down) (eV) = 6.5425 / 6.5419
- total charge = 0
- F_max (eV/Å) = 1.88


For the records above, the corresponding calculated total energy values read -1203.3204, -6309.1274 a.u..